{"formula": "C7H14OSi", "method": "wB97M-V/def2-TZVPD", "e_homo_ev": [-8.0, -6.7], "homo_lumo_gap_ev": [8.0938, 6.9833], "symbols": ["C", "C", "C", "C", "C", "C", "C", "O", "Si", "H", "H", "H", "H", "H", "H", "H", "H", "H", "H", "H", "H", "H", "H"], "positions_angstrom": [[-2.32537, 1.20602, 1.48556], [3.44739, -0.95528, -0.38087], [-1.67406, 0.78929, 0.36278], [2.56840, -0.10044, 0.05746], [-2.08025, 1.35864, -0.95890], [2.70001, 1.32951, 0.46032], [-0.75969, -1.96682, -1.21950], [-1.21710, -1.60882, 1.73328], [-0.68522, -0.88809, 0.37259], [-1.89787, 1.09838, 2.49922], [-3.15283, 1.89322, 1.40736], [3.20404, -1.86906, -0.87161], [4.48321, -0.80350, -0.30027], [-1.79126, 2.44601, -0.92550], [-3.21562, 1.28528, -1.07127], [-1.57355, 0.96195, -1.81463], [2.22297, 1.44959, 1.52411], [2.02070, 1.82715, -0.23059], [3.73019, 1.66792, 0.49128], [-1.78033, -2.55823, -1.45255], [-0.64296, -1.41755, -2.18701], [-0.02026, -2.74726, -1.09495], [-1.56054, -2.39791, 2.11366]], "atomic_forces_ev_per_a": [[1.890, -0.009, -0.477], [-0.928, -0.487, -0.165], [-0.708, -1.394, 1.166], [-0.649, 0.454, 0.143], [-1.318, 1.630, 0.335], [-2.027, -1.068, 2.280], [-2.825, -0.476, -0.794], [0.413, 0.776, 0.015], [0.486, 0.986, -0.516], [-0.615, -0.702, -0.628], [-0.105, 0.395, -0.084], [-0.425, -0.734, -0.032], [1.517, 0.626, 0.075], [-0.510, -0.853, -0.247], [1.508, 0.157, -0.139], [0.123, -0.531, -0.469], [0.915, -0.009, -1.861], [0.444, 0.721, 0.054], [0.134, 0.252, -0.296], [1.911, 1.291, 1.012], [0.485, -0.230, 0.984], [0.376, -0.029, -0.223], [-0.092, -0.767, -0.135]]}

=====

{"formula": "C29H28N6O2SSbTi", "method": "wB97M-V/def2-TZVPD", "e_homo_ev": -17.1, "charge": 3, "homo_lumo_gap_ev": 7.0875, "symbols": ["Ti", "C", "C", "C", "C", "C", "C", "N", "Sb", "C", "C", "C", "C", "C", "C", "N", "C", "C", "C", "C", "C", "C", "N", "H", "H", "H", "H", "H", "H", "H", "H", "H", "H", "H", "H", "H", "H", "H", "H", "H", "H", "O", "C", "O", "C", "C", "C", "C", "C", "C", "C", "C", "C", "N", "H", "H", "H", "H", "H", "H", "N", "C", "N", "S", "H", "H", "H", "H"], "positions_angstrom": [[0.56002, -0.16748, -0.22107], [2.44067, -0.45138, -3.20397], [3.19070, -0.18282, -1.93742], [4.57240, -0.34063, -1.90266], [5.27984, -0.10234, -0.74588], [4.60123, 0.37891, 0.37218], [3.23766, 0.55272, 0.29533], [2.54443, 0.22837, -0.82713], [2.35156, 1.73294, 1.87324], [0.94936, 0.27107, 2.61108], [0.88043, 0.16351, 3.98003], [-0.00444, -0.75498, 4.54452], [-0.75802, -1.55151, 3.71328], [-0.63962, -1.44790, 2.33321], [-1.43676, -2.36245, 1.45979], [0.19390, -0.52286, 1.80259], [1.00092, 2.63130, 0.45597], [0.85409, 3.99520, 0.55360], [0.10289, 4.67001, -0.40922], [-0.43648, 3.95079, -1.44851], [-0.26657, 2.57100, -1.52258], [-0.82703, 1.84230, -2.70383], [0.42120, 1.92514, -0.55674], [3.11857, -0.36916, -4.05046], [2.02132, -1.45670, -3.21211], [1.62939, 0.25978, -3.35197], [5.07906, -0.65647, -2.80481], [6.35271, -0.24523, -0.71952], [5.14334, 0.64762, 1.26960], [1.49819, 0.79000, 4.61032], [-0.09009, -0.84677, 5.61987], [-1.44177, -2.28547, 4.11902], [-2.45572, -1.98785, 1.33714], [-0.98273, -2.51581, 0.48316], [-1.50034, -3.34003, 1.93541], [1.32805, 4.54206, 1.35865], [-0.02641, 5.74370, -0.35625], [-0.98781, 4.44514, -2.23780], [-0.62044, 2.41621, -3.60718], [-0.39823, 0.85405, -2.84514], [-1.91200, 1.75397, -2.61867], [-1.36793, -2.44783, -2.74490], [-1.19535, -1.58149, -1.96138], [0.08566, -1.18746, -1.58038], [-2.20415, -0.79068, -1.21781], [-3.55280, -0.95912, -1.48483], [-4.43512, -0.20871, -0.74813], [-3.95501, 0.66777, 0.23734], [-4.84991, 1.45040, 1.01778], [-4.37402, 2.28986, 1.97448], [-2.97722, 2.38072, 2.19499], [-2.08987, 1.64681, 1.46242], [-2.55545, 0.76899, 0.45730], [-1.68392, 0.02372, -0.30689], [-3.86467, -1.65561, -2.25095], [-5.50276, -0.28749, -0.91618], [-5.91314, 1.36268, 0.83262], [-5.05365, 2.88571, 2.56830], [-2.60764, 3.04828, 2.96316], [-1.03485, 1.73991, 1.65676], [2.50105, -4.92643, -0.07620], [1.82503, -3.86547, -0.49672], [1.09420, -3.98082, -1.59722], [1.97613, -2.43173, 0.45942], [2.50956, -5.79697, -0.58662], [3.05829, -4.86328, 0.76046], [1.03332, -4.85292, -2.10174], [0.56678, -3.20678, -1.96013]], "atomic_forces_ev_per_a": [[0.367, -0.564, 0.484], [-0.011, 0.054, 0.008], [-0.100, 0.071, 0.111], [0.105, -0.065, -0.076], [0.045, -0.006, 0.005], [0.025, 0.055, -0.033], [-0.014, -0.053, -0.254], [0.171, 0.116, -0.023], [0.139, 0.025, 0.069], [-0.157, -0.313, -0.148], [-0.095, 0.004, 0.091], [0.037, 0.056, 0.064], [-0.069, -0.109, 0.056], [0.111, 0.224, -0.070], [0.060, -0.122, 0.033], [-0.090, 0.139, 0.179], [-0.114, -0.003, -0.270], [-0.038, 0.081, -0.016], [0.034, 0.043, 0.052], [-0.066, 0.066, -0.093], [0.111, -0.063, 0.088], [0.002, -0.038, -0.002], [0.034, 0.156, 0.136], [0.002, -0.004, -0.005], [0.009, -0.043, 0.016], [0.026, -0.011, 0.033], [0.012, 0.006, 0.017], [-0.012, 0.000, 0.013], [0.000, -0.006, 0.001], [-0.001, -0.005, 0.015], [0.010, 0.001, -0.006], [0.021, 0.003, 0.015], [0.015, -0.018, 0.006], [0.045, 0.021, 0.041], [-0.046, 0.000, 0.027], [-0.002, 0.002, -0.002], [0.000, -0.013, 0.012], [0.007, 0.007, 0.014], [-0.041, 0.023, 0.007], [0.001, 0.010, 0.065], [-0.009, 0.001, -0.015], [0.011, -0.134, -0.129], [0.375, 0.282, 0.139], [-0.694, -0.316, -0.691], [0.081, 0.111, 0.005], [-0.088, 0.015, -0.030], [-0.101, -0.029, -0.030], [-0.185, 0.063, 0.043], [0.023, -0.074, -0.088], [0.108, 0.047, 0.071], [-0.120, 0.050, 0.044], [-0.038, -0.039, -0.039], [0.285, -0.062, -0.142], [-0.194, 0.157, 0.143], [0.001, 0.005, 0.008], [0.012, 0.000, 0.005], [0.015, -0.009, -0.003], [0.023, 0.002, 0.005], [-0.019, 0.003, -0.004], [0.013, 0.010, 0.006], [0.020, 0.105, 0.047], [0.069, -0.106, -0.058], [-0.006, 0.095, 0.040], [-0.190, 0.178, 0.022], [-0.008, -0.016, 0.023], [0.013, -0.034, -0.011], [0.010, -0.018, 0.022], [0.061, -0.014, -0.044]]}

=====

{"formula": "C2H2F2O", "method": "wB97M-V/def2-TZVPD", "smiles": "FC1=CO1.F", "e_homo_ev": -9.2, "homo_lumo_gap_ev": 9.9330, "symbols": ["F", "C", "C", "O", "H", "F", "H"], "positions_angstrom": [[-0.54319, -2.15174, -0.88227], [-0.58291, -1.04731, -0.18205], [-1.18115, -0.01163, 0.27254], [0.38593, -0.57495, 0.53132], [-1.52603, 1.05713, 0.44403], [1.56896, 1.81040, -0.14658], [1.87838, 0.91810, -0.03701]], "atomic_forces_ev_per_a": [[-0.420, 0.714, 0.312], [0.023, -0.550, -0.599], [-1.430, 2.056, 0.275], [1.354, -0.189, 0.568], [0.614, -2.121, -0.558], [0.557, -0.963, 0.056], [-0.697, 1.053, -0.054]]}

=====

{"formula": "C23H18BrN4O2Pd", "method": "wB97M-V/def2-TZVPD", "e_homo_ev": [-10.8, -10.8], "charge": 1, "homo_lumo_gap_ev": [5.9556, 5.9564], "symbols": ["Pd", "C", "O", "C", "C", "C", "Br", "C", "C", "C", "O", "C", "N", "C", "C", "C", "C", "C", "C", "N", "H", "H", "H", "H", "H", "H", "H", "H", "H", "H", "H", "C", "C", "C", "C", "C", "C", "C", "C", "N", "H", "H", "H", "H", "H", "H", "N", "C", "H"], "positions_angstrom": [[-0.81836, -0.35512, 0.28606], [1.23374, -0.88134, 3.05066], [1.07455, -1.23518, 1.67581], [1.73893, -2.35393, 1.23629], [2.34373, -3.27072, 2.07652], [2.94956, -4.39664, 1.52883], [3.74754, -5.65097, 2.68898], [2.97323, -4.60739, 0.16859], [2.37800, -3.67292, -0.68006], [1.74433, -2.56207, -0.14218], [1.06443, -1.64248, -0.91126], [2.40993, -3.91090, -2.13182], [2.29197, -5.07859, -2.68239], [2.40123, -4.85413, -4.04920], [2.35814, -5.76283, -5.10528], [2.52235, -5.26792, -6.38201], [2.72372, -3.89824, -6.61859], [2.75916, -2.98310, -5.58499], [2.58932, -3.49238, -4.30291], [2.55810, -2.88633, -3.05285], [2.29131, -0.80933, 3.30492], [0.74574, -1.60831, 3.70223], [0.76021, 0.08908, 3.17036], [2.33912, -3.13843, 3.14764], [3.44627, -5.47733, -0.26309], [0.99024, -1.98005, -1.81638], [2.20645, -6.81684, -4.91745], [2.50237, -5.94757, -7.22301], [2.85405, -3.55297, -7.63525], [2.91255, -1.92843, -5.77198], [2.93215, -1.97389, -2.84880], [-1.69431, -2.14786, 0.92242], [-2.67906, -1.49899, 0.13865], [-2.69910, -1.67299, -1.27432], [-3.60384, -0.98957, -2.05234], [-4.50176, -0.10086, -1.45164], [-4.47833, 0.12512, -0.07826], [-3.57309, -0.55825, 0.71103], [-5.45213, 0.60462, -2.26799], [-6.20845, 1.17449, -2.91689], [-1.13693, -2.98027, 0.50806], [-1.77294, -2.10664, 2.00295], [-2.01672, -2.38309, -1.72454], [-3.63309, -1.13703, -3.12279], [-5.17441, 0.82473, 0.36227], [-3.56452, -0.41173, 1.78357], [0.77674, 2.34892, 0.06621], [0.11273, 1.40685, 0.01626], [1.35230, 3.16732, 0.08737]], "atomic_forces_ev_per_a": [[0.064, -1.227, 0.864], [-0.052, 0.007, 0.037], [0.028, 0.167, -0.128], [-0.056, -0.073, 0.070], [-0.025, -0.004, 0.015], [0.004, -0.017, 0.013], [0.005, 0.010, -0.007], [0.018, 0.056, -0.014], [0.018, -0.029, 0.006], [-0.053, 0.032, -0.088], [0.034, 0.009, 0.057], [0.036, -0.052, -0.003], [-0.054, 0.008, 0.029], [0.027, 0.018, -0.044], [-0.014, -0.015, 0.007], [0.006, 0.004, -0.006], [-0.005, -0.014, 0.012], [-0.023, 0.009, -0.006], [0.027, -0.029, 0.004], [-0.123, 0.080, -0.007], [0.001, 0.006, -0.009], [0.000, -0.005, -0.009], [0.003, -0.003, -0.004], [0.017, 0.009, -0.001], [-0.004, -0.008, 0.009], [0.022, 0.011, -0.032], [0.008, 0.000, 0.003], [-0.005, 0.006, -0.006], [0.002, 0.000, -0.001], [0.007, 0.001, 0.005], [0.087, -0.031, 0.028], [0.342, 0.578, -0.310], [-0.590, -0.321, -0.228], [0.077, 0.100, -0.019], [0.013, 0.029, -0.040], [-0.011, 0.013, 0.022], [-0.018, 0.042, -0.050], [0.303, 0.193, 0.077], [0.007, -0.014, 0.022], [0.003, 0.003, -0.011], [-0.039, -0.033, 0.004], [0.029, -0.032, 0.011], [-0.047, -0.048, 0.011], [0.002, 0.003, 0.001], [0.010, 0.006, 0.004], [-0.064, -0.052, 0.008], [-0.005, -0.044, -0.049], [0.001, 0.646, -0.242], [-0.014, 0.010, -0.009]]}

=====

{"formula": "C5H11O3Rh", "method": "wB97M-V/def2-TZVPD", "multiplicity": 6, "e_homo_ev": [-10.9, -13.3], "s_squared": 8.76, "charge": 1, "homo_lumo_gap_ev": [7.6150, 6.2339], "symbols": ["C", "O", "C", "C", "O", "C", "H", "H", "H", "H", "H", "H", "H", "H", "H", "Rh", "O", "C", "H", "H"], "positions_angstrom": [[1.39870, 0.42628, 1.11098], [0.48880, 0.95262, 0.12118], [-0.02274, 0.06191, -0.83327], [-0.75683, -1.12635, -0.23089], [-1.68122, -0.66942, 0.74804], [-2.99454, -0.39674, 0.28776], [1.91637, 1.26002, 1.61127], [1.72911, -0.62787, 1.04369], [0.74515, -0.34637, -1.51265], [-0.71440, 0.67515, -1.42756], [-0.07787, -1.81570, 0.28815], [-1.23712, -1.70528, -1.03310], [-2.98182, 0.41903, -0.44868], [-3.41110, -1.31607, -0.14782], [-3.61015, -0.10884, 1.14668], [-0.67976, 0.33039, 2.26341], [2.72450, 1.83436, -1.58955], [2.81852, 1.00821, -0.65050], [3.56143, 1.22180, 0.15216], [2.78494, -0.07714, -0.89930]], "atomic_forces_ev_per_a": [[-0.696, 0.760, -1.183], [1.214, -0.734, 2.645], [-0.797, -0.833, -1.402], [0.670, -0.335, -0.507], [0.036, -0.593, -0.086], [-1.233, 0.133, -0.418], [-0.315, -0.835, -0.166], [-0.140, 0.903, 0.008], [-0.043, 0.429, 0.280], [0.256, -0.208, 0.095], [-0.120, 0.164, -0.099], [-0.093, 0.229, 0.302], [-0.033, -0.257, 0.173], [0.127, 0.317, 0.067], [0.278, -0.033, -0.158], [-0.609, 0.724, 1.404], [-0.899, -2.191, 3.036], [4.143, 1.857, -4.456], [-0.885, 0.246, 0.211], [-0.859, 0.257, 0.254]]}